1.
Entry from OMol25: a molecular structure, C3H2O3Pt (wB97M-V/def2-TZVPD).

Values from the calculation:
largest force on an atom	10.5	eV Å⁻¹
charge	+3
multiplicity	4
gap between HOMO and LUMO (spin up / spin down)	8.79 / 4.30	eV

Geometry as XYZ:
```
9
Properties=species:S:1:pos:R:3:forces:R:3:lowdin_spin:R:1
C 1.2688 -0.7184 1.3323 -0.57 -0.27 0.73 0.047
C 0.6857 0.2872 0.8117 0.91 -0.88 -0.94 0.024
O 0.3702 1.1675 -0.0013 -0.80 0.85 0.64 0.009
C -0.6136 0.9061 -0.9872 8.13 5.33 -4.08 0.000
O -1.5083 0.1345 -0.7932 1.57 0.38 3.09 0.513
O -0.2149 1.3262 -2.1177 -2.25 -0.99 2.39 0.712
H 1.0751 -0.9751 2.3830 0.36 -0.24 0.08 0.001
Pt -2.8733 -0.7327 -1.2498 -7.51 -4.56 -2.42 1.694
H 1.8103 -1.3952 0.6222 0.16 0.38 0.51 0.000
```
Forces are in eV/Å.


2.
Entry from OMol25: 2 unconnected molecules or ions with the total composition CH7NO (wB97M-V/def2-TZVPD).

Values from the calculation:
largest force on an atom	2.5	eV Å⁻¹
energy above the lowest of the compared OMol25 structures with the same formula, charge and spin	37.38	kJ/mol
gap between HOMO and LUMO	10.24	eV

Geometry as XYZ:
```
10
Properties=species:S:1:pos:R:3:forces:R:3:nbo_charge:R:1
C 0.0000 0.0000 0.0000 -1.58 -1.80 -0.46 -0.407
N 0.8500 0.3297 1.0832 1.15 2.09 0.82 -0.821
H -0.1547 -1.0824 0.1453 -0.42 0.23 -0.75 0.189
H 0.4177 0.1636 -1.0076 0.16 0.03 0.61 0.192
H -0.9778 0.5066 0.0620 0.06 -0.19 -0.32 0.157
H 0.9365 1.3483 0.9957 0.47 -0.32 0.70 0.335
H 0.4026 0.1591 1.9906 0.16 -0.03 -0.59 0.356
O 2.5361 0.0372 4.2519 0.72 0.99 0.10 -0.940
H 3.3789 0.1215 4.7528 -0.91 -0.06 -0.56 0.470
H 2.4400 0.8962 3.7817 0.19 -0.95 0.46 0.470
```
Forces are in eV/Å.


3.
Entry from OMol25: a molecular structure, C17H16Cl3NO5ReSi2 (wB97M-V/def2-TZVPD).

Values from the calculation:
largest force on an atom	1.8	eV Å⁻¹
multiplicity	4
energy above the lowest of the compared OMol25 structures with the same formula, charge and spin	0.00	kJ/mol
gap between HOMO and LUMO (spin up / spin down)	7.40 / 6.62	eV

Geometry as XYZ:
```
45
Properties=species:S:1:pos:R:3:forces:R:3:lowdin_spin:R:1
Re -0.0023 -1.0629 0.6506 0.00 0.52 1.68 2.248
C 2.0627 -0.7465 -2.4329 0.02 -0.11 0.01 0.010
Si 1.6002 0.1117 -0.8308 -0.18 0.17 -0.16 0.050
C 3.1514 0.4167 0.1697 0.05 0.03 0.01 0.001
C 0.7002 1.7090 -1.2356 0.13 0.13 -0.03 0.013
C 1.3833 2.8882 -1.5387 -0.05 -0.01 -0.01 0.001
C 0.6924 4.0547 -1.8339 0.01 -0.01 0.00 0.001
C -0.6955 4.0548 -1.8346 -0.01 -0.01 0.00 0.001
C -1.3867 2.8885 -1.5396 0.05 -0.01 -0.01 0.001
C -0.7041 1.7092 -1.2359 -0.12 0.14 -0.02 0.013
Si -1.6050 0.1130 -0.8287 0.18 0.18 -0.17 0.050
C -2.0699 -0.7432 -2.4311 -0.02 -0.12 0.01 0.010
C -3.1545 0.4195 0.1737 -0.05 0.02 0.01 0.001
H 2.8440 -0.1598 -2.9241 -0.01 -0.02 -0.03 0.001
H 1.2108 -0.8053 -3.1122 0.01 -0.01 0.01 0.000
H 2.4514 -1.7549 -2.2725 0.01 0.00 -0.01 0.000
H 3.8278 1.0723 -0.3861 0.02 -0.02 0.02 -0.001
H 3.6829 -0.5163 0.3688 0.01 0.01 0.01 0.000
H 2.9211 0.8973 1.1213 0.00 0.00 0.00 0.000
H 2.4682 2.9047 -1.5366 0.00 0.01 0.01 0.000
H 1.2349 4.9652 -2.0550 0.00 0.00 0.00 0.000
H -1.2381 4.9650 -2.0568 0.00 0.00 0.00 0.000
H -2.4717 2.9052 -1.5384 0.00 0.01 0.01 0.000
H -2.8495 -0.1543 -2.9223 0.01 -0.02 -0.03 0.001
H -2.4613 -1.7507 -2.2720 -0.02 0.00 -0.01 0.000
H -1.2181 -0.8039 -3.1104 -0.01 -0.01 0.01 0.000
H -3.8303 1.0777 -0.3796 -0.02 -0.02 0.02 -0.001
H -2.9225 0.8970 1.1265 0.00 0.00 0.00 0.000
H -3.6874 -0.5131 0.3711 -0.02 0.01 0.01 0.000
O -0.0056 0.8825 6.5556 0.00 0.01 -0.01 0.004
C 0.0003 0.4862 5.4300 0.00 -0.01 0.03 0.001
C 0.0090 1.3513 4.1496 0.00 0.08 0.04 -0.002
O 0.0200 2.5542 4.1003 0.00 -0.01 0.00 -0.008
C 0.0019 0.3666 3.0802 0.00 0.03 -0.45 0.002
C -0.0032 -0.9284 3.5074 0.00 -0.21 0.48 0.028
O -0.0076 -1.8923 2.6380 0.01 0.05 -0.71 0.065
C -0.0017 -0.9939 4.9858 0.00 -0.08 -0.11 0.005
O -0.0007 -1.9575 5.7018 0.00 -0.01 0.05 0.016
O 0.0027 0.5434 1.7565 0.00 0.47 0.03 0.115
Cl 1.1664 -6.2064 -0.0932 0.03 -0.03 0.03 0.019
C 0.0096 -5.2925 -1.0600 0.00 0.05 0.02 0.020
Cl 0.4887 -5.2696 -2.7595 0.02 0.01 -0.06 0.018
Cl -1.6185 -5.9497 -0.8787 -0.04 -0.01 0.01 0.019
C 0.0024 -3.9126 -0.5770 0.01 -0.07 -0.09 0.232
N 0.0018 -2.8200 -0.2106 -0.01 -1.15 -0.58 0.067
```
Forces are in eV/Å.